# 1
C20H29N3O | ωB97M-V with the def2-TZVPD basis set

Cartesian coordinates (Å):
C  3.71840  1.88175  -0.24495
H  4.35189  2.65453  -0.65062
C  -3.25543  -0.37923  -1.25322
C  2.10354  -0.18784  0.82038
C  2.49983  2.15687  0.33284
C  2.68900  4.50006  -0.03422
H  -0.40376  -4.58145  -0.54306
H  -1.56574  -4.05225  0.67322
C  0.05993  -1.23876  1.78334
C  -3.17682  0.82819  0.94349
H  0.40924  -2.22214  -0.78298
O  1.95807  3.40385  0.45313
H  -0.44971  0.04406  -0.78763
C  -2.39289  0.49818  -0.33062
C  4.85755  -2.09971  -0.43562
C  -5.33373  0.67630  -0.32532
N  1.43398  -1.23371  1.37221
H  -3.48067  -1.32498  -0.75531
C  -4.48094  1.54061  0.59856
H  -4.25685  2.48805  0.10321
C  4.15997  0.54856  -0.32226
C  -0.96575  -1.33738  0.62132
H  -5.03311  1.76417  1.51389
H  -0.08023  -2.08455  2.46073
H  0.74705  1.40696  1.27932
C  5.73946  -1.14662  -0.96517
C  5.38676  0.17556  -0.91045
C  -0.59594  -3.83844  0.22784
H  2.07747  5.37827  0.16812
H  -2.70314  -0.59993  -2.17077
H  3.65069  4.60353  0.47939
H  -2.55778  1.45657  1.58513
H  -6.25583  1.20189  -0.58239
H  0.16574  -3.94519  0.99561
C  1.69756  1.12824  0.85871
C  -4.56111  0.33289  -1.59497
H  6.03421  0.94278  -1.31361
N  -1.08148  -0.02928  -0.00038
C  -0.58260  -2.43980  -0.37855
H  6.67190  -1.46155  -1.40887
H  -5.60795  -0.24620  0.19217
H  1.85611  -2.12256  1.13759
N  3.71666  -1.79235  0.12470
H  -4.33863  1.25218  -2.14217
C  3.35906  -0.49926  0.19983
H  -2.19879  1.44432  -0.85186
H  -5.17069  -0.30186  -2.24242
H  -0.15076  -0.32011  2.33398
H  -1.28937  -2.41067  -1.21077
H  -3.40481  -0.08838  1.49037
H  -1.92847  -1.59042  1.07587
H  5.09632  -3.15530  -0.47394
H  2.86256  4.42156  -1.11282

Summary:
maximum force = 0.69 eV/Å
molar mass = 327.5 g/mol
Kohn-Sham gap = 7.952 eV
SMILES string = CC[C@@H](CNc1cc(OC)cc2cccnc12)NC1CCCCC1

Charges per atom according to Mulliken partitioning, unit e: -0.86, 0.43, -0.58, -0.25, 0.29, -0.92, 0.42, 0.34, -2.05, -0.61, 0.31, -0.41, 0.35, -0.26, -0.42, -0.63, -0.04, 0.25, -0.81, 0.35, 0.92, 0.31, 0.36, 0.53, 0.37, -0.49, -0.74, -1.48, 0.24, 0.35, 0.36, 0.34, 0.33, 0.30, -0.52, -0.85, 0.40, -0.07, -0.48, 0.39, 0.33, 0.41, -0.48, 0.38, 0.80, 0.38, 0.35, 0.43, 0.43, 0.22, 0.50, 0.42, 0.36


# 2
C20H29N3O3S | ωB97M-V with the def2-TZVPD basis set

Cartesian coordinates (Å):
H  1.07635  1.59605  -5.17519
H  1.05259  3.49063  -3.72669
N  6.67410  -2.29911  3.54701
C  -0.39116  -0.24013  0.66914
C  3.23097  -2.33717  4.54286
C  -0.71589  1.13944  -3.02424
H  1.48196  -1.27796  1.02613
C  -0.91914  -1.01978  -1.62254
H  -2.28457  1.69017  2.87433
H  -3.65814  -0.23399  2.01958
C  -1.10478  -0.83748  2.94628
H  -1.60845  0.18689  -4.71146
O  5.32455  -2.03092  3.40715
H  -2.48374  0.05143  -2.46412
H  0.20775  3.84917  -2.19898
H  -2.09877  -2.42923  0.71122
C  4.66791  -2.51484  4.47347
C  -0.60033  0.46991  -4.39200
C  6.80729  -2.93738  4.67650
H  8.40610  -4.35088  4.66385
H  -0.20398  0.66988  0.10686
H  -1.22111  2.10195  -3.14617
H  -3.18498  0.17357  0.30997
H  -0.50143  2.30347  -5.55568
C  -1.52968  0.32686  -2.00758
H  -1.61298  -1.80522  2.98485
C  5.54788  -3.11137  5.31481
H  8.16349  -3.53932  6.21123
C  2.50505  -1.72845  3.60983
H  -0.42650  -2.97174  0.96717
C  -1.12501  -2.56575  0.23385
O  -0.86510  -1.89565  -2.46602
H  -1.78575  2.09861  1.16699
H  -1.21426  -3.27528  -0.58277
C  8.15163  -3.39951  5.13181
N  -0.63858  -1.30006  -0.30035
O  0.47473  -1.99870  4.82000
S  0.91798  1.53852  -2.29739
H  -1.73944  0.95345  -1.14395
C  1.03194  -1.60322  3.80468
H  8.91561  -2.67430  4.85956
H  0.05902  0.86843  -6.41331
H  5.33604  -3.59497  6.25230
H  1.43868  0.37509  1.66479
C  0.85460  -0.53822  1.52261
H  2.72825  -2.73088  5.41836
N  0.33202  -1.03130  2.79650
H  2.97575  -1.32203  2.72500
C  -1.48036  -0.03335  1.71896
C  0.04436  1.36297  -5.44204
C  1.03277  3.30350  -2.65505
C  -2.08704  1.33397  1.87218
C  -2.91220  0.18582  1.35698
H  -1.32563  -0.31902  3.88100
H  -0.04481  -0.46214  -4.29111
H  1.96700  3.65366  -2.21942

Summary:
maximum force = 0.69 eV/Å
molar mass = 391.5 g/mol
Kohn-Sham gap = 8.774 eV
SMILES string = CC[C@@H](CC(=O)N(C)[C@@H]1CN(C(=O)/C=C/c2cc(C)no2)CC12CC2)SC

Charges per atom according to Mulliken partitioning, unit e: 0.28, 0.29, -0.62, 0.15, -0.40, -0.31, 0.47, 0.30, 0.32, 0.29, -1.13, 0.37, -0.10, 0.51, 0.28, 0.30, 0.51, -0.35, 0.85, 0.25, 0.74, 0.61, 0.20, 0.32, -0.62, 0.31, -0.81, 0.32, -0.46, 0.32, -1.08, -0.67, 0.20, 0.42, -1.08, 0.22, -0.71, -0.01, 0.12, 0.45, 0.34, 0.40, 0.35, 0.42, -1.95, 0.44, 0.19, 0.58, 0.86, -1.36, -0.91, -0.72, -0.82, 0.46, 0.30, 0.37


# 3
C20H29N5O3S | ωB97M-V with the def2-TZVPD basis set

Cartesian coordinates (Å):
H  1.25579  -2.05294  0.37628
H  1.74263  2.10285  -2.26554
C  -1.19648  1.95416  -0.60125
H  -3.20395  -1.63734  -3.54401
C  -2.23566  -1.91893  -4.20533
H  0.03660  1.00958  5.32114
C  2.11693  2.41429  2.16709
H  -2.22876  2.47460  -2.56822
C  -0.14594  0.40775  4.38943
C  1.06078  1.62058  -1.96157
C  -0.46581  -1.28262  2.98390
H  1.41150  0.79949  -1.59978
C  1.62930  3.82093  1.97656
H  0.21915  -3.15780  -4.54328
H  -1.81152  -1.03980  1.33164
N  1.34248  0.31357  0.99163
H  2.51699  1.88125  2.95936
C  -1.32306  -0.53339  2.16672
H  0.94909  -2.08430  -3.33230
H  -2.36886  -0.95977  -4.97108
C  -1.78255  0.56944  2.57125
H  -2.92326  0.99181  -1.83170
S  -1.06833  -1.08893  -2.21810
C  0.28360  2.34588  -0.84089
H  -1.13204  0.99652  -0.20686
H  0.05663  -1.55498  -4.90804
C  1.40236  1.61738  1.15839
C  1.73105  -3.11141  2.22434
N  -1.20209  0.69076  -2.69477
H  2.86022  -2.33337  1.07151
H  -0.68361  -2.91239  1.49195
H  -1.28622  2.16759  3.90607
C  -0.05352  1.37474  -3.05929
N  -1.11230  -1.99522  -3.53675
C  0.01481  -2.90904  2.46362
C  -1.01866  1.22193  3.66492
C  -1.86518  1.42816  -1.80455
N  1.03420  4.01715  0.68207
H  0.91935  -1.31782  4.60661
H  2.08005  -2.51246  3.10632
H  0.72456  0.45279  -3.78293
N  1.03950  2.76183  0.18403
H  1.91521  4.70526  2.48842
C  1.98669  -2.09542  1.18545
O  0.38313  -1.01058  -1.54155
H  -1.69070  2.38550  -0.03157
H  -0.37170  -3.53162  3.40397
C  0.11210  -0.70986  3.98113
O  2.81298  -0.30452  2.71603
H  -2.59431  0.93255  2.06406
H  1.69592  -3.98980  1.90289
H  -0.17227  2.00620  -3.80105
H  -0.01811  3.42544  -1.15084
O  -2.20301  -1.20195  -1.39081
C  0.05535  -2.19467  -4.14845
C  2.29621  -0.56834  1.64711
H  -2.39085  -2.90414  -4.92200
H  0.86362  0.02344  0.27858

Summary:
maximum force = 15.69 eV/Å
molar mass = 419.6 g/mol
Kohn-Sham gap = 7.792 eV

Charges per atom according to Mulliken partitioning, unit e: -0.20, 1.28, -1.15, 0.24, -0.79, 0.28, -1.10, 0.37, -0.59, -1.96, 0.27, 0.57, -0.66, 0.33, 0.34, 0.57, 0.59, -0.35, 0.24, 0.24, -0.41, 0.34, 0.96, -0.08, -0.67, 0.53, 0.39, -1.06, 0.39, 1.21, 0.27, 0.65, -0.96, 0.24, -0.89, -0.86, -1.30, -1.23, 0.10, 0.27, 0.09, 1.11, 0.49, -1.00, -0.79, 2.06, 0.33, 0.07, -0.58, 0.65, 0.73, 0.76, 0.48, -0.73, -1.04, 0.62, 0.31, 0.04


In order of appearance, energy above the lowest of the compared OMol25 structures with the same formula, charge and spin = 118.45, 287.02, 2146.13 kJ/mol.